{
  "formula": "C22H24FN3O4S",
  "method": "wB97M-V/def2-TZVPD",
  "charge": 0,
  "smiles": "CC(=O)N1c2ccc(S(=O)(=O)N3CCCC3)cc2C[C@@H]1C(=O)NCc1ccccc1F",
  "de_lowest_kj_mol": 10.62,
  "e_lumo_ev": 0.482,
  "max_force_ev_per_a": 1.15,
  "species": ["C", "C", "O", "N", "C", "C", "C", "C", "S", "O", "O", "N", "C", "C", "C", "C", "C", "C", "C", "C", "C", "O", "N", "C", "C", "C", "C", "C", "C", "C", "F", "H", "H", "H", "H", "H", "H", "H", "H", "H", "H", "H", "H", "H", "H", "H", "H", "H", "H", "H", "H", "H", "H", "H", "H"],
  "xyz": [[-4.549, -1.827, 1.123], [-3.184, -1.303, 1.484], [-2.993, -0.566, 2.427], [-2.149, -1.744, 0.693], [-0.799, -1.453, 0.898], [-0.220, -0.653, 1.869], [1.158, -0.486, 1.835], [1.918, -1.108, 0.866], [3.684, -0.844, 0.787], [4.347, -2.111, 0.681], [4.072, 0.033, 1.857], [3.778, -0.105, -0.730], [3.402, 1.295, -0.671], [4.690, 2.075, -0.350], [5.830, 1.099, -0.689], [5.118, -0.122, -1.290], [1.349, -1.934, -0.092], [-0.016, -2.101, -0.070], [-0.901, -2.924, -0.962], [-2.302, -2.402, -0.613], [-2.800, -1.286, -1.553], [-3.951, -1.225, -1.929], [-1.864, -0.357, -1.837], [-2.250, 1.014, -2.133], [-2.421, 1.728, -0.815], [-3.672, 2.010, -0.284], [-3.797, 2.547, 0.986], [-2.672, 2.806, 1.750], [-1.413, 2.530, 1.246], [-1.312, 1.991, -0.020], [-0.078, 1.688, -0.508], [-5.267, -1.413, 1.826], [-4.566, -2.913, 1.195], [-4.828, -1.539, 0.113], [-0.828, -0.171, 2.616], [1.660, 0.134, 2.561], [2.998, 1.577, -1.647], [2.624, 1.425, 0.080], [4.713, 2.330, 0.707], [4.746, 2.992, -0.935], [6.355, 0.806, 0.218], [6.549, 1.526, -1.387], [5.030, -0.037, -2.377], [5.589, -1.070, -1.036], [1.982, -2.413, -0.821], [-0.673, -2.807, -2.021], [-0.804, -3.984, -0.713], [-3.055, -3.191, -0.573], [-0.951, -0.450, -1.412], [-3.189, 0.989, -2.686], [-1.468, 1.475, -2.740], [-4.550, 1.791, -0.872], [-4.778, 2.752, 1.385], [-2.772, 3.212, 2.744], [-0.519, 2.711, 1.820]],
  "lowdin_charge": [0.023, -0.449, 0.077, 0.068, -0.143, 0.020, -0.038, -0.271, 0.682, -0.282, -0.277, -0.234, -0.202, -0.158, -0.156, -0.197, 0.010, -0.158, -0.041, -0.145, -0.442, 0.074, 0.101, -0.094, -0.142, -0.026, -0.077, -0.071, -0.012, -0.228, 0.059, 0.091, 0.092, 0.069, 0.106, 0.117, 0.125, 0.103, 0.101, 0.105, 0.107, 0.105, 0.125, 0.110, 0.128, 0.131, 0.131, 0.153, 0.120, 0.125, 0.129, 0.119, 0.106, 0.109, 0.121]
}

***

{
  "formula": "C22H24IrN5O11SSi",
  "method": "wB97M-V/def2-TZVPD",
  "charge": -2,
  "de_lowest_kj_mol": 255.49,
  "e_lumo_ev": 3.401,
  "max_force_ev_per_a": 3.45,
  "species": ["Ir", "O", "C", "O", "C", "C", "C", "C", "C", "C", "O", "N", "O", "O", "N", "O", "O", "H", "H", "O", "C", "O", "C", "C", "C", "N", "C", "C", "C", "O", "O", "H", "H", "H", "S", "C", "N", "C", "C", "C", "N", "H", "H", "H", "H", "H", "H", "H", "H", "C", "Si", "C", "C", "C", "H", "H", "H", "H", "H", "H", "H", "H", "H", "H", "H"],
  "xyz": [[-0.393, 0.161, 0.173], [1.193, 3.980, -0.243], [0.268, 3.172, -0.306], [0.400, 1.954, -0.710], [-1.126, 3.667, -0.026], [-1.318, 5.022, -0.047], [-2.594, 5.584, 0.075], [-3.692, 4.756, 0.221], [-3.517, 3.395, 0.317], [-2.219, 2.764, 0.185], [-2.116, 1.504, 0.223], [-4.711, 2.597, 0.477], [-4.655, 1.542, 1.076], [-5.758, 3.056, 0.031], [-2.763, 7.001, 0.044], [-1.773, 7.711, -0.064], [-3.897, 7.459, 0.127], [-0.460, 5.667, -0.174], [-4.686, 5.170, 0.293], [-5.557, -4.755, 0.131], [-4.352, -5.013, 0.300], [-3.739, -6.078, 0.478], [-3.432, -3.742, 0.280], [-3.846, -2.544, 0.855], [-3.035, -1.430, 0.757], [-1.847, -1.480, 0.146], [-1.428, -2.629, -0.388], [-2.195, -3.779, -0.352], [-0.056, -2.602, -1.036], [0.290, -3.530, -1.748], [0.643, -1.558, -0.765], [-4.806, -2.472, 1.346], [-3.351, -0.460, 1.120], [-1.820, -4.677, -0.819], [3.860, 0.975, 0.275], [3.101, 1.170, -1.217], [2.665, 0.091, -1.892], [1.901, 0.221, -3.126], [2.476, 1.374, -3.932], [2.408, 2.622, -3.070], [3.110, 2.383, -1.815], [2.433, -0.723, -1.339], [0.847, 0.413, -2.901], [1.973, -0.724, -3.666], [1.907, 1.518, -4.852], [3.516, 1.159, -4.190], [1.362, 2.879, -2.884], [2.888, 3.473, -3.559], [3.010, 3.145, -1.156], [-0.702, -1.778, 3.626], [-0.291, 0.063, 3.492], [0.786, 0.537, 4.991], [-1.875, 1.092, 3.580], [0.720, 0.387, 1.955], [-1.236, -2.011, 4.550], [0.210, -2.379, 3.600], [-1.330, -2.098, 2.791], [0.294, 0.320, 5.942], [1.017, 1.605, 4.971], [1.733, -0.006, 4.969], [-2.475, 0.831, 4.455], [-2.495, 0.939, 2.693], [-1.642, 2.158, 3.633], [1.565, -0.296, 1.852], [1.112, 1.408, 1.924]],
  "lowdin_charge": [1.319, 0.034, -0.575, -0.179, -0.039, 0.071, -0.155, 0.072, -0.056, -0.266, -0.138, -0.341, 0.079, 0.047, -0.372, 0.049, 0.038, 0.128, 0.127, -0.050, -0.708, -0.046, -0.079, 0.014, -0.111, -0.024, -0.178, 0.065, -0.594, 0.055, -0.162, 0.119, 0.081, 0.129, 0.526, -0.900, 0.006, -0.189, -0.171, -0.195, -0.005, 0.086, 0.108, 0.121, 0.108, 0.115, 0.107, 0.113, 0.091, -0.174, 0.445, -0.196, -0.175, -0.341, 0.024, 0.030, 0.006, 0.016, 0.021, 0.021, 0.027, -0.008, 0.031, -0.006, 0.005]
}

***

{
  "formula": "C22H24N2O6",
  "method": "wB97M-V/def2-TZVPD",
  "charge": 0,
  "smiles": "CCOc1ccc2[nH]c(=O)c(CN(C[C@H]3COCCO3)C(=O)c3ccco3)cc2c1",
  "de_lowest_kj_mol": 249.29,
  "e_lumo_ev": 0.303,
  "max_force_ev_per_a": 1.37,
  "species": ["C", "C", "O", "C", "C", "C", "C", "N", "C", "O", "C", "C", "N", "C", "C", "C", "O", "C", "C", "O", "C", "O", "C", "C", "C", "C", "O", "C", "C", "C", "H", "H", "H", "H", "H", "H", "H", "H", "H", "H", "H", "H", "H", "H", "H", "H", "H", "H", "H", "H", "H", "H", "H", "H"],
  "xyz": [[2.176, -5.419, -2.974], [1.795, -4.185, -2.172], [1.061, -4.617, -1.042], [0.589, -3.690, -0.172], [-0.148, -4.202, 0.911], [-0.684, -3.368, 1.859], [-0.505, -1.986, 1.758], [-1.030, -1.122, 2.681], [-0.934, 0.250, 2.649], [-1.430, 0.921, 3.536], [-0.201, 0.786, 1.502], [-0.161, 2.289, 1.417], [-0.282, 2.802, 0.073], [-1.615, 3.136, -0.383], [-2.468, 1.944, -0.834], [-1.836, 1.133, -1.970], [-2.678, 0.058, -2.336], [-2.927, -0.779, -1.228], [-3.544, 0.020, -0.078], [-2.717, 1.102, 0.282], [0.728, 2.939, -0.824], [0.513, 3.300, -1.975], [2.126, 2.684, -0.429], [3.210, 2.835, -1.262], [4.348, 2.491, -0.505], [3.883, 2.153, 0.730], [2.551, 2.265, 0.788], [0.365, -0.040, 0.597], [0.232, -1.461, 0.683], [0.776, -2.325, -0.276], [2.746, -5.129, -3.852], [2.777, -6.087, -2.363], [1.281, -5.949, -3.288], [2.698, -3.647, -1.851], [1.181, -3.510, -2.784], [-0.278, -5.271, 0.972], [-1.249, -3.774, 2.685], [-1.550, -1.507, 3.461], [-1.004, 2.658, 2.008], [0.755, 2.660, 1.883], [-2.142, 3.638, 0.432], [-1.507, 3.815, -1.232], [-3.434, 2.341, -1.197], [-1.706, 1.750, -2.858], [-0.861, 0.746, -1.649], [-3.613, -1.553, -1.574], [-1.988, -1.244, -0.889], [-3.650, -0.597, 0.815], [-4.532, 0.395, -0.387], [3.169, 3.157, -2.281], [5.367, 2.495, -0.832], [4.383, 1.829, 1.622], [0.920, 0.359, -0.241], [1.332, -1.892, -1.093]],
  "lowdin_charge": [-0.064, -0.262, -0.052, -0.268, 0.008, -0.006, -0.195, 0.176, -0.428, 0.062, -0.091, -0.078, -0.014, -0.068, -0.269, -0.136, -0.112, -0.168, -0.158, -0.102, -0.401, 0.059, -0.182, 0.014, -0.043, -0.095, 0.020, 0.038, -0.155, 0.037, 0.076, 0.077, 0.078, 0.126, 0.127, 0.120, 0.114, 0.165, 0.132, 0.136, 0.139, 0.133, 0.162, 0.139, 0.120, 0.131, 0.116, 0.128, 0.132, 0.120, 0.103, 0.126, 0.121, 0.115]
}

***

{
  "formula": "C22H24N3O2P2PdSe",
  "method": "wB97M-V/def2-TZVPD",
  "charge": 3,
  "de_lowest_kj_mol": 34.15,
  "e_lumo_ev": -11.967,
  "max_force_ev_per_a": 1.16,
  "species": ["Pd", "O", "C", "O", "C", "C", "C", "C", "C", "N", "H", "H", "H", "H", "C", "P", "C", "C", "C", "C", "C", "C", "C", "P", "C", "C", "H", "H", "H", "H", "H", "H", "H", "H", "H", "H", "H", "H", "H", "H", "H", "H", "Se", "N", "C", "C", "C", "C", "C", "C", "N", "H", "H", "H", "H"],
  "xyz": [[-0.055, -0.297, 0.332], [1.423, 2.997, 1.646], [0.560, 2.209, 1.437], [0.767, 0.863, 1.673], [-0.796, 2.468, 0.870], [-1.482, 3.644, 1.037], [-2.752, 3.752, 0.470], [-3.250, 2.687, -0.259], [-2.488, 1.535, -0.393], [-1.286, 1.421, 0.176], [-1.027, 4.455, 1.592], [-3.336, 4.655, 0.595], [-4.225, 2.733, -0.724], [-2.850, 0.692, -0.965], [3.383, 0.618, 0.552], [2.024, 0.315, -0.573], [1.708, 1.736, -1.609], [2.411, -1.159, -1.496], [3.042, -1.141, -2.732], [3.448, -2.351, -3.290], [3.214, -3.546, -2.627], [2.556, -3.564, -1.397], [2.146, -2.367, -0.830], [1.174, -2.253, 0.690], [2.146, -2.186, 2.213], [0.206, -3.769, 0.785], [4.143, 1.108, -0.071], [3.789, -0.327, 0.906], [3.119, 1.278, 1.374], [2.660, 1.924, -2.121], [1.480, 2.621, -1.014], [0.925, 1.538, -2.338], [3.247, -0.217, -3.257], [3.950, -2.355, -4.249], [3.528, -4.479, -3.075], [2.366, -4.513, -0.913], [3.128, -2.629, 2.027], [1.636, -2.773, 2.977], [2.262, -1.167, 2.579], [-0.297, -3.986, -0.156], [-0.514, -3.707, 1.601], [0.910, -4.573, 1.020], [-2.041, -2.157, -1.972], [-1.611, -1.522, -0.320], [-2.463, -2.025, 0.571], [-2.479, -1.785, 1.969], [-3.435, -2.414, 2.710], [-4.419, -3.287, 2.138], [-4.442, -3.535, 0.808], [-3.453, -2.906, -0.018], [-3.374, -3.084, -1.319], [-1.781, -1.098, 2.440], [-3.467, -2.244, 3.779], [-5.154, -3.737, 2.792], [-5.168, -4.188, 0.342]],
  "lowdin_charge": [0.900, 0.202, -0.521, -0.225, -0.191, 0.068, 0.037, 0.017, -0.075, -0.003, 0.152, 0.143, 0.137, 0.100, -0.133, 0.972, -0.148, -0.377, -0.024, 0.005, 0.009, -0.027, -0.369, 0.902, -0.176, -0.191, 0.105, 0.070, 0.066, 0.094, 0.073, 0.083, 0.126, 0.139, 0.139, 0.126, 0.085, 0.078, 0.049, 0.054, 0.064, 0.088, 1.208, -0.424, -0.388, -0.046, 0.000, -0.009, 0.037, -0.342, -0.174, 0.106, 0.134, 0.133, 0.142]
}

***

Number 1: HOMO-LUMO gap 0.33907 hartree. Number 2: HOMO-LUMO gap 0.24964 hartree. Number 3: HOMO-LUMO gap 0.30409 hartree. Number 4: HOMO-LUMO gap 0.21055 hartree.